Record 1
{"formula": "CH4N2O2S", "method": "wB97M-V/def2-TZVPD", "homo_lumo_gap_ev": 9.4, "homo_ha": -0.32191, "total_energy_ev": -19008.8033, "lumo_energy_ha": 0.0231, "relative_energy_ev": 3.121, "symbols": ["S", "O", "O", "N", "N", "C", "H", "H", "H", "H"], "xyz": [[-1.652, -0.168, -0.857], [1.664, 0.279, 1.184], [-0.972, 0.613, 1.581], [1.025, -1.058, -0.641], [-0.672, 0.771, 0.176], [1.029, -0.127, 0.263], [0.169, -0.869, -1.231], [-2.069, 0.894, -1.645], [1.808, -1.520, -0.790], [-0.331, 1.183, 1.961]], "forces_ev_per_a": [[-0.93, 1.14, 0.15], [-0.01, -0.56, -0.96], [-1.89, -1.00, -1.30], [-4.74, 3.26, 0.47], [3.30, -1.44, 0.27], [-2.32, 2.50, 1.95], [1.13, -1.19, -0.37], [0.26, -0.81, 0.57], [4.16, -2.87, -1.39], [1.04, 0.97, 0.62]], "nbo_charge": [0.17, -0.56, -0.59, -0.83, -0.44, 0.83, 0.41, 0.13, 0.40, 0.48]}


Record 2
{"formula": "CH4N2O3", "method": "wB97M-V/def2-TZVPD", "homo_lumo_gap_ev": [6.8, 6.8], "homo_ha": [-0.01102, -0.01309], "total_energy_ev": -10216.8698, "charge": -2, "lumo_energy_ha": [0.2386, 0.2386], "relative_energy_ev": 1.655, "symbols": ["O", "O", "O", "N", "N", "C", "H", "H", "H", "H"], "xyz": [[6.393, -0.718, -0.317], [-6.625, 0.998, 0.708], [-6.105, -2.025, -1.499], [-6.236, 0.478, -0.387], [-6.865, -1.555, -0.622], [6.172, 0.289, 0.419], [-5.193, 0.269, -0.483], [6.177, 1.377, -0.162], [5.259, 0.363, 0.947], [7.023, 0.524, 1.396]], "forces_ev_per_a": [[0.42, -1.80, -1.03], [1.34, -0.81, -0.85], [-1.96, 1.00, 2.10], [-1.41, 0.62, -0.42], [2.54, -0.53, -2.01], [2.35, 3.34, 0.60], [-0.60, -0.29, 1.19], [0.24, -1.14, 0.82], [-1.78, -0.12, 1.09], [-1.16, -0.27, -1.49]], "nbo_charge": [-0.91, -0.54, -0.46, -0.19, -0.05, -0.08, 0.24, -0.01, 0.07, -0.07]}


Record 3
{"formula": "CH4N2O3", "method": "wB97M-V/def2-TZVPD", "homo_lumo_gap_ev": [7.8, 8.9], "homo_ha": [-0.33975, -0.35089], "total_energy_ev": -10216.9858, "lumo_energy_ha": [-0.0545, -0.0230], "relative_energy_ev": 5.441, "symbols": ["O", "O", "O", "N", "N", "C", "H", "H", "H", "H"], "xyz": [[0.922, 0.491, -0.547], [-1.077, -1.147, -0.151], [0.029, -2.141, 1.348], [0.168, 0.021, -1.454], [-0.396, -1.138, 0.910], [-0.109, 0.086, 1.414], [0.596, 0.038, 2.199], [0.254, -0.976, -1.670], [-0.818, 0.234, -1.353], [-0.684, 0.949, 1.220]], "forces_ev_per_a": [[-0.30, 0.14, -0.18], [-1.69, -0.39, 0.71], [2.00, -3.31, 1.99], [0.86, -0.01, 0.43], [-2.19, 2.18, -2.18], [1.02, 0.03, -0.38], [0.60, 0.20, 0.63], [0.56, 0.11, -0.21], [-0.16, 0.78, -0.49], [-0.69, 0.29, -0.32]], "nbo_charge": [-0.33, -0.49, -0.40, -0.22, 0.43, -0.14, 0.21, 0.36, 0.38, 0.21]}


Record 4
{"formula": "CH4N2O3S", "method": "wB97M-V/def2-TZVPD", "homo_lumo_gap_ev": 11.1, "homo_ha": -0.38853, "total_energy_ev": -21057.8746, "lumo_energy_ha": 0.0190, "relative_energy_ev": 1.720, "symbols": ["S", "O", "O", "O", "N", "N", "C", "H", "H", "H", "H"], "xyz": [[1.802, 0.400, 0.331], [0.564, -0.469, 1.094], [-1.784, 1.294, 0.766], [0.680, 0.737, -1.023], [2.859, -0.535, -0.274], [-2.578, -0.584, -0.411], [-2.075, 0.345, 0.131], [-2.165, -1.345, -0.903], [0.051, -0.074, 1.790], [2.424, -1.257, -0.742], [0.222, 1.488, -0.758]], "forces_ev_per_a": [[-1.35, -0.56, -1.71], [1.48, -1.07, -1.02], [0.10, -0.46, -0.57], [3.00, -2.40, 0.63], [-0.61, 2.96, 2.44], [-0.49, -0.70, -0.56], [0.10, 1.36, 1.28], [0.22, -0.18, -0.18], [0.04, 0.99, 0.52], [-0.94, -2.34, -1.57], [-1.55, 2.40, 0.74]], "nbo_charge": [1.50, -0.93, -0.56, -0.89, -1.01, -0.74, 0.87, 0.43, 0.51, 0.36, 0.47]}


Record 5
{"formula": "CH4N2OP4", "method": "wB97M-V/def2-TZVPD", "homo_lumo_gap_ev": 7.6, "homo_ha": -0.30650, "total_energy_ev": -43280.9194, "lumo_energy_ha": -0.0286, "relative_energy_ev": 1.525, "symbols": ["P", "P", "P", "P", "O", "N", "N", "C", "H", "H", "H", "H"], "xyz": [[-0.751, -0.153, -1.073], [-3.161, 1.020, -0.286], [2.015, -1.360, -0.605], [2.655, 0.606, -0.029], [-0.047, -1.871, 1.078], [1.398, 1.473, 0.344], [-2.218, -0.201, -0.330], [0.166, -1.235, 0.122], [2.683, -2.130, 0.319], [-0.299, 1.115, -0.879], [1.672, 2.345, 0.811], [-4.114, 0.390, 0.528]], "forces_ev_per_a": [[-0.60, -2.31, -1.16], [-0.90, 0.82, 0.31], [-1.68, 0.23, -1.63], [0.98, 0.72, 0.99], [-1.63, -0.77, 1.31], [0.31, -0.11, 0.55], [0.05, -0.35, 0.13], [3.17, 1.06, -1.48], [0.40, -0.07, 0.90], [0.61, 0.76, 0.53], [0.08, -0.09, -0.63], [-0.78, 0.11, 0.19]], "nbo_charge": [0.72, 0.82, -0.03, 0.79, -0.49, -1.16, -1.16, 0.18, 0.03, 0.01, 0.39, -0.10]}


Record 6
{"formula": "CH4N2OS", "method": "wB97M-V/def2-TZVPD", "homo_lumo_gap_ev": 7.7, "homo_ha": -0.27315, "total_energy_ev": -16959.9280, "lumo_energy_ha": 0.0111, "relative_energy_ev": 5.261, "symbols": ["S", "O", "N", "N", "C", "H", "H", "H", "H"], "xyz": [[-1.863, 1.852, 0.256], [-0.196, 1.799, -1.127], [0.517, 1.175, -0.319], [-1.979, 0.372, 0.552], [0.665, -0.108, -0.148], [-2.766, -0.202, 0.298], [0.769, 1.766, 0.585], [0.429, -0.764, -0.987], [1.286, -0.389, 0.682]], "forces_ev_per_a": [[-0.67, 1.43, -0.41], [-0.91, 0.57, -2.09], [1.86, -0.16, 4.35], [0.60, -1.75, 2.16], [0.09, 0.92, -1.43], [-0.41, 0.29, -1.22], [-0.30, -1.23, -2.04], [-0.20, 0.15, 0.51], [-0.06, -0.22, 0.17]], "nbo_charge": [0.50, -0.50, -0.07, -0.98, -0.10, 0.35, 0.37, 0.21, 0.21]}


Record 7
{"formula": "CH4N2OS", "method": "wB97M-V/def2-TZVPD", "homo_lumo_gap_ev": 9.2, "smiles": "ON/C=N/S", "homo_ha": -0.30699, "total_energy_ev": -16961.8533, "lumo_energy_ha": 0.0310, "relative_energy_ev": 3.336, "symbols": ["S", "O", "N", "N", "C", "H", "H", "H", "H"], "xyz": [[-2.077, -0.222, -0.076], [2.698, -0.473, -0.104], [1.562, 0.511, 0.075], [-0.642, 0.582, -0.039], [0.396, -0.110, 0.080], [0.472, -1.174, 0.207], [-2.567, 0.411, 1.027], [1.765, 1.288, -0.602], [3.166, -0.176, 0.675]], "forces_ev_per_a": [[-1.78, -0.56, 0.67], [-1.97, 1.82, 0.35], [4.90, 0.55, -1.37], [0.32, 1.26, -0.24], [-1.10, -0.62, -0.38], [-0.20, -0.63, 0.17], [-0.12, -0.32, -0.48], [-0.79, -1.11, 1.01], [0.74, -0.40, 0.29]], "nbo_charge": [0.16, -0.57, -0.33, -0.66, 0.25, 0.18, 0.10, 0.40, 0.47]}


Record 8
{"formula": "CH4N2OS", "method": "wB97M-V/def2-TZVPD", "homo_lumo_gap_ev": 6.9, "homo_ha": -0.26708, "total_energy_ev": -16959.8827, "lumo_energy_ha": -0.0133, "relative_energy_ev": 5.306, "symbols": ["S", "O", "N", "N", "C", "H", "H", "H", "H"], "xyz": [[-0.005, -2.251, 0.884], [-0.787, -0.551, 1.698], [0.114, 0.370, 1.310], [-0.359, -2.102, -0.574], [0.207, 0.729, 0.044], [-0.591, 0.515, -0.574], [-1.248, -2.584, -0.891], [1.130, 1.318, -0.338], [0.983, 0.350, 1.941]], "forces_ev_per_a": [[0.28, -0.75, 2.33], [0.32, 1.53, 0.19], [1.43, -1.62, -1.07], [-0.88, -0.34, -3.33], [2.73, 1.33, 2.32], [-1.50, -0.39, -1.10], [0.93, 0.81, 0.84], [-1.77, -1.17, 1.00], [-1.53, 0.60, -1.19]], "nbo_charge": [0.53, -0.54, -0.13, -1.01, -0.03, 0.23, 0.34, 0.22, 0.40]}


Repeat the sixth record exactly.
{"formula": "CH4N2OS", "method": "wB97M-V/def2-TZVPD", "homo_lumo_gap_ev": 7.7, "homo_ha": -0.27315, "total_energy_ev": -16959.9280, "lumo_energy_ha": 0.0111, "relative_energy_ev": 5.261, "symbols": ["S", "O", "N", "N", "C", "H", "H", "H", "H"], "xyz": [[-1.863, 1.852, 0.256], [-0.196, 1.799, -1.127], [0.517, 1.175, -0.319], [-1.979, 0.372, 0.552], [0.665, -0.108, -0.148], [-2.766, -0.202, 0.298], [0.769, 1.766, 0.585], [0.429, -0.764, -0.987], [1.286, -0.389, 0.682]], "forces_ev_per_a": [[-0.67, 1.43, -0.41], [-0.91, 0.57, -2.09], [1.86, -0.16, 4.35], [0.60, -1.75, 2.16], [0.09, 0.92, -1.43], [-0.41, 0.29, -1.22], [-0.30, -1.23, -2.04], [-0.20, 0.15, 0.51], [-0.06, -0.22, 0.17]], "nbo_charge": [0.50, -0.50, -0.07, -0.98, -0.10, 0.35, 0.37, 0.21, 0.21]}